Entry from the OMol25 dataset: a cluster of 7 separate species, C29H68N2O9PS in total (ωB97M-V/def2-TZVPD).

Element x y z (Å)
S  -0.69941  8.29403  4.83139
P  -2.38114  3.19604  5.58541
O  -3.49101  2.55111  4.70317
O  2.05757  -2.30794  -0.93795
O  -1.23204  2.45402  6.06480
O  -6.50773  -0.67046  1.64328
O  -3.21275  4.05518  6.60595
O  5.54967  1.47337  -6.12294
O  -1.76621  -2.81321  3.65382
O  -2.60418  3.41839  -0.63929
O  6.04854  -4.21364  -4.02500
N  -1.86421  4.53394  4.52392
N  -1.80481  4.18777  3.24164
C  -0.69046  -3.72241  3.85126
C  -7.01576  -0.03342  2.79893
C  -1.42601  5.12324  2.40306
C  -6.21447  -0.30369  4.06218
C  3.13616  1.50423  -5.62324
C  -1.02263  -4.84905  4.81213
C  6.37262  -2.93712  -4.54803
C  5.64229  3.82331  -6.86867
C  1.03675  -3.28583  -1.03311
C  5.41625  -2.44113  -5.61771
C  -0.63768  7.40116  1.74162
C  -1.15480  -1.33002  5.52746
C  3.24291  -2.70530  -0.26243
C  0.51689  -3.75880  0.31093
C  -1.14561  6.74105  4.12199
C  7.35886  -5.52956  -5.64819
C  -2.20380  -2.19536  4.84827
C  -6.44820  -2.08865  1.68694
C  -1.57203  5.74106  4.99580
C  -4.48328  1.99096  0.02704
C  -7.79389  -2.76269  1.88498
C  6.03092  -5.28406  -4.95372
C  -3.91175  2.97223  -0.97971
C  -1.07181  6.43801  2.78962
C  -1.36030  1.61019  -1.80258
C  5.49095  2.35623  -7.23077
C  4.56376  1.66114  -5.12595
C  3.94880  -3.89340  -0.88713
C  -1.62403  2.39887  -0.53817
H  -4.51624  3.87860  -1.01385
H  -8.49234  -2.46214  1.10347
H  -3.14616  2.01218  3.97225
H  -2.57881  -2.95043  5.54928
H  6.33758  -2.27305  -3.68329
H  -5.17043  -0.01506  3.92073
H  -3.06116  -1.58436  4.55701
H  -8.23886  -2.52243  2.85140
H  1.37180  -4.13585  -1.63628
H  -5.73755  -2.42177  2.45200
H  -8.06861  -0.29139  2.95771
H  4.88099  -4.08782  -0.35634
H  -0.71183  2.92726  -0.24762
H  -6.98310  1.03089  2.56087
H  -1.22612  -4.48560  5.82041
H  5.23628  -5.14040  -5.69492
H  -6.62693  0.27214  4.89165
H  7.40289  -2.91814  -4.92062
H  3.03671  -2.89479  0.79773
H  6.57651  3.99085  -6.33153
H  2.99687  0.52284  -6.07814
H  -6.23733  -1.35536  4.34796
H  3.34857  -4.80302  -0.84009
H  5.75729  -6.15543  -4.35849
H  -2.23761  1.04203  -2.11667
H  -3.90906  1.06593  0.07498
H  -6.02919  -2.37078  0.72146
H  4.77363  0.89479  -4.37854
H  5.43386  -3.06982  -6.50880
H  -1.11019  8.37441  1.87258
H  -0.30342  -4.46218  0.16371
H  7.65879  -4.68737  -6.27266
H  7.27909  -6.40501  -6.29323
H  -4.49338  2.43732  1.02491
H  -1.89731  -5.40181  4.46774
H  2.44183  1.60040  -4.78713
H  4.69124  2.63276  -4.63342
H  -0.47456  -4.12856  2.86447
H  -0.17983  -5.53748  4.87417
H  1.28901  -4.26702  0.89066
H  -1.63964  8.96883  4.16400
H  0.14893  -2.91597  0.89932
H  -1.57930  -0.86300  6.41725
H  3.88626  -1.82575  -0.30875
H  5.65283  4.42549  -7.77744
H  4.82070  4.18144  -6.24671
H  4.39281  -2.42467  -5.23761
H  0.23526  -2.79829  -1.59039
H  4.56978  2.19880  -7.80301
H  -1.87179  1.71794  0.28522
H  2.87075  2.26178  -6.36136
H  0.44007  7.56259  1.84050
H  -1.67706  5.90341  6.05782
H  -3.92173  2.54279  -1.98592
H  -0.80778  -0.54221  4.85588
H  -7.67079  -3.84491  1.84126
H  -1.07962  2.27952  -2.61766
H  -5.50533  1.71874  -0.23498
H  4.18791  -3.69995  -1.93365
H  -0.83778  7.01964  0.74459
H  -0.54610  0.90630  -1.64083
H  -1.42843  4.85011  1.35211
H  -2.87686  3.91525  7.50713
H  5.69058  -1.42911  -5.92127
H  0.21080  -3.19193  4.18256
H  -0.28506  -1.90800  5.83992
H  8.14684  -5.70908  -4.91606
H  6.31791  2.04513  -7.86846

HOMO = -0.3889 hartree
Net charge = +1
Multiplicity = 1
E_LUMO = -4.789 eV